C56H37N10O2STa as an isolated structure. Source: the Open Molecules 2025 dataset; level of theory: the ωB97M-V functional and the def2-TZVPD basis.

Its relative energy (zero: lowest compared OMol25 entry of this formula, charge and spin) is 227.6 kJ/mol. Its LUMO energy is -0.0243 hartree.

ORCA input file:
```
! RIJCOSX wB97M-V def2-TZVPD def2/J DEFGRID3
* xyz 0 1
C 6.93275 -2.09272 -0.97517
H -4.54948 -0.69836 -2.40412
H -8.03227 0.41161 -0.86516
C -0.08951 2.35059 3.00039
C -3.49029 0.17975 0.16432
N 1.35991 0.08006 -1.43646
H -1.28316 4.67705 3.42195
H 1.05843 1.71557 5.41891
H 3.94505 3.01730 -1.14892
H -0.06625 -6.22132 2.45309
H 1.85181 -4.74315 1.94147
N -1.53480 1.15410 1.36166
C 3.32115 0.01069 -2.70380
C -1.35182 1.86218 2.52458
C 1.09067 0.46093 -2.76595
C 1.79545 -2.20668 1.25668
H 5.20953 -1.64976 -2.11937
C 0.39777 -3.26087 -1.58044
H -2.74761 -2.99809 1.51430
C -1.74672 -3.39527 1.63010
N 2.89207 -0.20543 1.09218
O -0.90461 -1.29151 0.99350
C 2.51974 -2.26957 -2.42584
C -0.77883 4.33461 4.31654
H -5.69139 1.12011 -1.15958
C -1.03566 1.50962 -5.50259
H 1.06650 3.09534 7.46181
C 1.86168 -3.28636 -1.83722
C -3.51740 1.27890 2.44324
H 5.09782 2.34128 -0.17926
C -0.28981 0.51778 -4.86583
C -2.90268 0.01794 -1.06188
H -2.37556 -5.34279 2.22285
C -5.93597 0.35430 -0.43451
Ta -0.12677 0.18263 0.04813
C -0.78150 5.10521 5.46791
C -1.52760 -4.70156 2.01767
H 0.67207 -1.20506 -7.63163
N 1.26048 1.60789 1.04982
C 0.63814 -3.04052 1.48171
C 3.34827 2.04642 2.02968
C 0.83608 -4.37266 1.86261
H 8.55167 -2.45353 0.38476
C -0.21710 0.47777 -3.37840
H 4.34384 0.31600 -2.88852
C -0.11333 4.66414 6.60152
H -6.83040 -2.26118 2.24885
H 7.36934 -1.42263 2.30438
C -6.58125 -1.53064 1.48940
C 0.19275 -0.43770 -7.03625
H 7.43831 -2.53995 -1.82118
C 2.68962 1.26889 0.93493
H 2.32933 0.93329 -4.51038
C -2.66223 -0.10979 -3.30974
C -5.26407 -1.13965 1.31193
C 0.32022 -0.45843 -5.65716
H -0.65940 0.56933 -8.73355
H 2.76694 -2.70330 1.21259
C 2.80219 0.18593 -1.29970
N -1.56835 0.33398 -1.34864
H -1.30744 6.05145 5.47748
C 1.09675 2.19053 2.37171
C 3.43205 1.21949 -0.40512
C -1.16721 1.52866 -6.88360
N 3.19088 -5.25845 -0.85653
H -2.72921 2.41131 4.16444
O -0.26036 -2.22715 -1.51195
N -0.16669 -4.47240 -1.37971
C -1.40315 0.29577 -2.71753
C 0.55064 3.44776 6.57740
C -0.10370 3.11413 4.28065
H 5.10731 -0.51221 2.01174
S 0.58134 2.62726 -0.23984
C 4.98408 -0.97819 -0.07840
H 2.58309 3.12957 3.73366
C 5.62411 -0.94673 1.16593
C -4.91750 -0.20372 0.33638
N 4.38518 2.14846 -0.87185
H -8.61407 -1.28043 0.84136
C -7.25550 -0.03560 -0.25765
H -1.75147 2.30811 -7.35690
H -0.10567 5.26977 7.49873
C -0.55174 0.55667 -7.65649
H -1.50761 2.27682 -4.90044
C 0.55316 2.67387 5.42508
N 1.72196 -0.92717 1.19389
H 0.88143 -1.25153 -5.17938
H -4.56661 1.16882 2.65920
C 2.61758 -4.37190 -1.32152
C 7.55879 -2.04193 0.25766
C 6.89433 -1.47020 1.33283
C 2.41443 2.55174 2.83989
C 2.23991 0.64780 -3.47885
H -1.11992 -4.50349 -1.06074
N 3.15592 -1.46882 -3.03601
C 3.65954 -0.29249 -0.14843
H -2.82716 -0.24652 -4.36459
C -3.54046 -0.33593 -2.31039
C -2.57072 1.93788 3.21007
C -2.85959 0.80087 1.30039
C -7.58291 -0.98366 0.69952
C -0.23069 -5.19927 2.13990
H -4.48685 -1.55982 1.93869
H 0.39654 -5.30241 -1.31817
C 5.65760 -1.56921 -1.14477
H 4.42093 2.11741 2.12498
C -0.67535 -2.53787 1.36170
*
```

Atomic partial charges in e from the Mulliken method, atoms 1 to 6: atom 1 (C): -1.191, atom 2 (H): 0.701, atom 3 (H): 0.391, atom 4 (C): 1.537, atom 5 (C): 1.792, atom 6 (N): 1.063

=====

C56H40Cl4N2O3P3TeTi as an isolated structure. Source: the Open Molecules 2025 dataset; level of theory: the ωB97M-V functional and the def2-TZVPD basis.

Its relative energy (zero: lowest compared OMol25 entry of this formula, charge and spin) is 174.6 kJ/mol. Its LUMO energy (alpha / beta) is 0.1452 / 0.1452 hartree.

ORCA input file:
```
! RIJCOSX wB97M-V def2-TZVPD def2/J DEFGRID3
* xyz -2 2
C 3.15247 3.59763 -1.95333
C -0.46799 -1.97499 4.40291
P 1.85942 1.11527 -2.09617
C -0.98127 -3.14131 6.88392
C 0.62774 -2.69422 1.91204
C -3.95935 1.79727 -2.48475
C 2.12527 -3.39090 -0.21741
H 0.60488 3.65114 -2.87400
P 0.61139 -2.39366 0.10056
H 5.46953 -2.85909 -0.46167
C -4.82656 0.98091 -3.18998
H 2.01372 2.35686 5.18165
H 1.59767 -2.34545 4.83539
C 2.15192 1.57604 4.44257
H 4.51897 0.34788 2.35893
C 1.15505 1.73137 -3.67835
H -0.94259 2.79739 -6.76156
C -3.11194 -0.63859 -3.50924
C 0.32424 -3.01563 6.42786
C 0.52456 2.97900 -3.71637
C 1.11065 0.72036 4.12461
C 0.80279 -6.07526 4.71405
H 3.94330 0.84231 -0.32069
N 3.11993 -6.18390 5.32529
C 0.26590 1.26446 -5.87462
H 1.14739 -3.37621 7.03418
C -2.19933 0.11065 -2.74214
C 0.99450 0.86797 -4.76461
H 0.48120 -4.09884 -2.32544
C 4.53668 -3.39930 -0.34745
H 3.31923 -1.64527 -0.53494
C 6.29062 -0.13129 -2.55823
C 2.51641 -0.40788 2.53843
O -1.01953 -0.32044 -2.43511
C 1.66270 3.15379 -0.10505
C -1.77312 -2.09481 4.87279
C -2.03142 -2.67382 6.10699
H -4.29062 2.73170 -2.05773
H 0.14185 0.83975 4.59639
C 5.51723 -0.06779 -3.70712
H 1.64791 -7.13042 6.38713
H 6.30448 0.15676 -0.42406
P -0.21195 -1.27031 2.71400
H -3.57859 -5.45220 -2.31431
C -0.35053 2.50556 -5.90270
C 0.58043 -2.43491 5.19630
C 2.85037 5.25627 -0.25284
C 3.37385 1.45603 3.79528
H 4.14249 5.49420 -1.96442
C -2.78246 -4.86860 -1.86764
H -3.05010 -2.75921 6.46809
H 2.66816 -4.22228 2.61654
H 0.16600 0.59253 -6.71824
C 2.14237 -4.77361 -0.05393
O 0.61707 1.05774 0.30141
C 3.33412 -2.71391 -0.36774
H 3.59837 3.27173 -2.88623
N -3.05632 -0.26089 0.28545
C 4.39254 0.58112 -1.27409
H 1.41312 -0.12793 -4.71268
C -4.41520 -0.22751 -3.72009
H 2.64533 -1.18930 1.79802
C -2.66693 1.36491 -2.29025
H 3.35080 -6.53035 0.15128
C 1.97189 4.42032 0.39910
Te -0.44249 -4.51873 2.33274
C -1.51818 -4.85976 -2.43531
C -1.92123 -0.36293 0.06775
C 3.37810 -5.38838 4.28500
Ti -0.07463 -0.15465 -0.82046
C 3.60912 0.65614 -2.42897
C 1.07789 -5.23340 3.63786
H 5.48696 -5.30983 -0.10721
H -2.58552 -1.72563 4.25688
C 2.41083 -4.88766 3.43276
H 1.49374 4.72012 1.32169
C -3.02553 -4.11932 -0.72631
H -1.33369 -5.42252 -3.34238
H 1.21333 -5.31816 0.05255
Cl 1.45173 -1.65540 -2.66826
C 1.84262 -6.50137 5.52226
C -0.49408 -4.12427 -1.86135
H 4.18283 2.13911 4.02968
C -0.72203 -3.38315 -0.70230
C 4.54609 -4.77363 -0.15329
H -5.09743 -0.86078 -4.26738
C -2.00425 -3.38153 -0.15019
Cl -2.57206 -2.15396 -4.12524
C 3.34921 -5.45922 -0.01330
H 3.61078 0.38356 -4.55929
H -1.17962 -3.60312 7.84462
Cl -6.47861 1.49034 -3.39184
C 5.71900 0.19251 -1.33507
C 0.67879 2.31583 0.64862
C 3.55756 0.45484 2.85152
C 2.25449 2.74137 -1.31074
Cl -1.53601 2.27331 -1.35709
C 4.18900 0.32945 -3.64666
H 3.05474 6.24167 0.14724
H 7.32761 -0.44119 -2.61221
H -0.21832 -6.36948 4.92564
O -0.00837 2.81207 1.51696
H -2.21535 -2.78034 0.72499
C 3.45598 4.84171 -1.43861
H 5.95732 -0.31608 -4.66591
C 1.28309 -0.28504 3.17234
H -4.01046 -4.09916 -0.27623
H -0.72582 4.31990 -4.82191
H 4.42563 -5.14480 4.13560
C -0.22754 3.35803 -4.81640
*
```

Atomic partial charges in e from the Mulliken method, atoms 1 to 6: atom 1 (C): 0.044, atom 2 (C): 0.038, atom 3 (P): 1.886, atom 4 (C): -0.499, atom 5 (C): -1.016, atom 6 (C): -0.846

=====

C56H42Cl7MoN2O2PSb as an isolated structure. Source: the Open Molecules 2025 dataset; level of theory: the ωB97M-V functional and the def2-TZVPD basis.

Its LUMO energy is -0.1326 hartree.

ORCA input file:
```
! RIJCOSX wB97M-V def2-TZVPD def2/J DEFGRID3
* xyz 1 1
C 1.57978 -3.02104 -1.07250
H 6.61176 1.26959 1.42589
H 4.19812 5.41107 -0.12023
H 0.38439 -6.11106 -3.02661
Cl -0.53239 -0.32498 -6.03826
N -0.53189 -0.88404 2.29879
C 3.26764 5.46608 0.42461
H -3.23564 -2.65791 1.18470
H -4.45006 -0.04343 0.99417
C -3.00369 0.84235 -0.32607
H -4.10358 1.80620 4.38227
H -1.48612 -0.55350 2.48775
C 0.72244 -5.24205 -2.48252
H 3.32159 7.59380 0.63412
C 0.57743 3.12285 -4.35819
C 3.76729 0.69061 -0.28018
C -2.16367 3.00658 -1.13692
C -0.84940 -3.05239 1.23397
O -2.01564 0.42951 0.34888
C 1.58927 6.74573 1.56157
C 4.81438 0.48977 2.28083
C -1.00116 -4.43394 1.33046
P -0.88494 -2.12222 -0.34727
C -2.60611 -2.47530 -0.86570
C 5.59813 0.95948 1.23646
H -0.02134 -2.39080 4.45586
C -0.11055 0.57761 -3.53978
C -0.79035 -5.07439 2.53815
H -5.55063 -3.23150 0.63224
Mo -0.08421 0.12923 0.33480
Cl 1.05488 4.69099 -4.85555
C 2.99351 3.24638 5.32300
H 2.95651 3.34501 0.37514
C 0.56100 2.80551 -3.00870
C 1.29104 2.43403 3.82811
H -0.01433 5.63077 2.43380
H -3.51660 2.40559 -4.67508
C -2.81683 1.80516 -1.42199
H -0.90369 -6.14590 2.60468
Cl -0.33956 -1.02657 -3.00472
C -3.14915 2.57955 -3.67716
C 2.49903 2.44720 6.33763
Cl 0.10145 2.59034 -6.96692
C -2.23569 4.20072 2.01803
C -1.59290 3.06399 2.48620
N 1.66380 -0.09551 0.52005
C -0.12328 0.88269 -4.89255
C -3.03836 -2.50210 -2.19092
H -2.35674 -2.32035 -3.00463
C -2.53202 3.78219 -3.37346
C -3.58532 2.48062 3.71651
H 3.84678 3.88422 5.49878
C 2.50624 -3.88623 -1.62139
Cl 2.51296 -0.49172 3.29345
H -5.03238 1.36405 0.07243
C -0.30286 -2.96795 3.58460
H 2.80236 3.85527 3.28827
C -4.41291 0.46868 0.03535
C -2.29163 2.19910 3.31712
C 0.81237 1.62380 4.84829
C -4.36053 -2.78172 -2.49230
H 2.79849 -5.67085 -2.77061
H -5.21734 3.85734 3.57896
C -5.26981 -3.05148 -1.48390
C 2.77384 6.68906 0.84739
H -6.29027 -3.30590 -1.72510
C 0.21889 -3.26495 -1.23089
H -4.67587 -2.79946 -3.52431
C -3.32103 1.60876 -2.70705
C 1.36112 4.36460 1.38446
H 1.03523 0.97746 6.87307
C 2.07776 -4.99677 -2.33195
H -0.21639 -4.84827 4.59128
C 2.92387 0.19495 0.75000
H 1.90013 -2.14550 -0.51889
H -1.82020 1.29485 3.68493
C 2.56618 4.30416 0.69685
C -3.53692 4.47845 2.40220
H -1.72266 4.87285 1.34228
H -2.41733 4.54584 -4.12796
H 3.56012 -3.69570 -1.49506
C 0.15488 1.53605 -2.54379
H -1.28979 -5.00345 0.45973
H -1.60124 4.94090 -1.82633
C -2.05787 3.99908 -2.08951
C 2.39815 3.23265 4.07313
H 2.95285 2.46531 7.31523
C 3.51638 0.10966 2.03248
H -1.77059 3.16431 -0.14161
C -3.54147 -2.70463 0.14579
H 5.21172 0.43109 3.28167
C 0.19113 2.17463 -5.30846
C -4.85364 -3.01341 -0.16311
H -3.81757 0.68161 -2.94952
H 0.08522 -0.54166 3.04623
Cl 1.07324 3.94239 -1.83078
O 0.04660 1.28975 -1.28025
H -0.03748 0.97142 4.69118
H -1.27296 -4.57411 -2.05020
C 1.41324 1.62483 6.09489
H 5.68084 1.42632 -0.85578
C -0.53938 -2.32565 2.37758
C 5.07424 1.05326 -0.04603
H -4.84487 -0.19330 -0.71571
Cl 3.03719 0.84926 -1.83867
H 1.20885 7.69465 1.90819
C 0.88727 5.58353 1.84107
H -4.02507 5.36425 2.02482
C -0.21454 -4.38067 -1.93487
Sb 0.38948 2.50010 1.85530
C -4.21129 3.62836 3.26223
C -0.41136 -4.34621 3.65693
*
```

Atomic partial charges in e from the Mulliken method, atoms 1 to 6: atom 1 (C): -0.909, atom 2 (H): 0.436, atom 3 (H): 0.466, atom 4 (H): 0.467, atom 5 (Cl): -0.196, atom 6 (N): 0.746

=====

C56H44AsKN3O2PS5 as an isolated structure. Source: the Open Molecules 2025 dataset; level of theory: the ωB97M-V functional and the def2-TZVPD basis.

Its relative energy (zero: lowest compared OMol25 entry of this formula, charge and spin) is 48.1 kJ/mol. Its LUMO energy is 0.1374 hartree.

ORCA input file:
```
! RIJCOSX wB97M-V def2-TZVPD def2/J DEFGRID3
* xyz -2 1
H 1.59680 2.81207 -7.77853
C -1.38213 -2.46181 3.33486
S 5.44002 0.74198 5.03263
As 5.42578 -2.76427 -2.60851
O -1.18316 -1.41158 1.25778
H -2.15978 6.36657 -0.35855
S 2.55121 0.20993 5.45506
C -3.24690 -0.83421 -2.67547
H 6.04363 3.90562 -0.48171
N -2.00269 1.15634 2.49121
H -4.58103 -3.63192 -4.97579
C -1.90373 -0.06602 3.09226
C 3.22562 2.05302 -0.77905
H -3.50681 1.99778 6.91238
H 1.66967 0.33945 -7.60114
C -1.09956 2.29063 -2.66952
H -2.46084 -2.14280 7.18246
C -1.47407 -1.28771 2.46753
C 0.26218 -1.06087 -3.33599
C -2.23333 5.05487 1.34140
C 5.29969 3.25431 -0.92296
C -2.55957 -1.22251 6.61685
C -1.77542 2.71641 0.90520
H 6.37938 2.99606 -2.76416
C -1.71417 -2.43174 4.63598
N -7.63561 -2.53978 -3.73063
K 0.16606 -0.07185 -0.06101
H 1.86888 -1.77989 4.29842
C -1.73111 4.34038 -0.89603
C 4.20692 -1.42586 -1.83660
H 1.17764 -1.64068 5.92940
C -2.05682 5.35029 0.00137
H 7.41123 -2.14327 2.02560
C 8.08458 -3.30174 -1.58473
C -6.50433 -2.34125 -3.65899
H -5.29214 -0.50758 -2.13414
H 4.71213 1.49505 -3.75441
S 7.96273 1.25649 3.52942
C 4.54614 1.88618 -2.75493
H 3.74970 -1.85593 -0.94211
C -2.29701 -0.05950 4.48418
H -0.80035 1.35583 -3.14289
C -3.02749 -0.08144 7.22153
H 1.83340 -0.73821 -5.39857
C -2.84694 -2.59228 -4.26949
C 9.09493 -3.36636 -0.63936
H 1.98470 3.09517 -3.52863
H 7.26542 -0.33518 -2.31723
C 6.34338 -1.54514 -3.83615
C 7.59851 -2.48923 1.01879
H 9.64528 -2.98436 1.40249
H 5.61570 -2.04498 0.35973
S 2.53428 -0.35778 2.01311
C 3.90091 0.29674 4.34115
H -2.04506 2.64213 -3.09412
C -3.13885 1.08742 6.45393
C -1.58039 3.02949 -0.45316
H 8.35511 1.18159 -3.91410
C -2.19682 -1.23127 5.26097
H 8.03605 0.86766 -6.34889
H 2.86691 -2.17620 5.73346
O -1.25473 1.99751 -1.28937
C 3.39516 1.52059 -2.05376
H -0.32396 3.04182 -2.82760
H -1.62016 -3.32526 5.24679
C -2.78402 1.09988 5.12803
C 1.76769 3.09980 -5.65363
H 4.77236 -0.54468 -1.52732
C 6.58493 -2.42838 0.06910
H 6.61538 -0.98248 -7.17342
H -1.01318 -3.36243 2.85985
C 1.68749 2.33460 -6.81029
C -0.94135 -1.29558 -3.40515
P 2.00188 0.31302 -2.62054
H -2.15094 -3.17841 -4.85421
H 1.74769 4.18112 -5.71224
C 1.88823 2.48359 -4.41802
H -2.21761 3.49530 2.82244
H -3.30192 -0.08241 8.26866
C 7.56635 0.18888 -5.64775
C 8.85384 -2.95556 0.66585
N -1.60313 1.35154 1.30388
C 6.17134 -1.71587 -5.20525
C 6.82121 -2.82303 -1.24193
C -4.20095 -2.84564 -4.33590
C 7.74826 0.36377 -4.28168
H 2.35564 1.76859 -0.19189
C 3.85594 0.11320 2.99408
C 3.14802 -1.13661 -2.89702
C 1.82870 0.34355 -5.46595
C -2.09188 3.74726 1.77925
H 4.01170 3.28609 0.79360
H -1.59348 4.58281 -1.93774
C 2.08512 -1.53198 5.33600
H 5.54446 -2.52337 -5.56837
H 2.48798 -2.00164 -2.99138
C 4.16340 2.91018 -0.21078
S 5.39766 0.44257 2.21475
C 5.48889 2.73726 -2.20206
C -5.09019 -2.08654 -3.57526
H -2.87241 2.00701 4.55006
H -2.47262 5.83771 2.04956
C 1.72681 0.95200 -6.70966
C 6.34982 0.83337 3.58972
H 3.61222 -0.99171 -3.88102
C -4.60314 -1.08352 -2.73800
H -2.86459 -0.07301 -2.00673
C 1.91265 1.09421 -4.29759
H 10.07612 -3.72677 -0.92289
H 8.28642 -3.60901 -2.60617
C 7.13668 -0.49472 -3.38171
C -2.33909 -1.57142 -3.45093
C 6.77287 -0.84883 -6.11032
*
```

Atomic partial charges in e from the Mulliken method, atoms 1 to 6: atom 1 (H): 0.361, atom 2 (C): -0.749, atom 3 (S): -0.216, atom 4 (As): 0.198, atom 5 (O): -0.906, atom 6 (H): 0.370

=====

Number 1: E_tot -3309.47792 Eh, maximum force 0.034 Eh/bohr. Number 2: E_tot -6475.72783 Eh, maximum force 0.055 Eh/bohr. Number 3: E_tot -6290.15303 Eh, maximum force 0.097 Eh/bohr. Number 4: E_tot -7643.14055 Eh, maximum force 0.026 Eh/bohr.